(1)
50
Properties=species:S:1:pos:R:3 method="wB97M-V/def2-TZVPD" gap_ev="5.082 / 5.000" charge=-1 relative_energy_kcal_mol=0.97 e_tot_ev=-79422.10976 homo_energy_ev="-2.5 / -2.5"
Ni 0.9121 -0.8058 1.0238
N 3.7041 -2.4253 3.8346
C 2.6912 -2.0487 2.9899
S 3.0805 -1.0926 1.6178
N 1.4956 -2.5026 3.3137
N 0.5639 -2.1006 2.4155
C -0.6269 -2.5800 2.5045
C -1.5630 -2.1561 1.4786
C -2.9266 -2.4358 1.5342
C -3.7400 -2.0034 0.5044
C -3.1717 -1.3037 -0.5517
C -1.8095 -1.0539 -0.5323
N -1.0136 -1.4697 0.4543
H 4.5411 -1.8720 3.7821
H 3.4118 -2.7292 4.7491
H -0.8999 -3.2761 3.2911
H -3.3264 -2.9779 2.3816
H -4.8039 -2.2051 0.5247
H -3.7640 -0.9458 -1.3823
H -1.3340 -0.5022 -1.3333
C 3.1266 0.2970 -1.9220
C 1.8191 -0.2131 -2.5315
C 1.5568 -1.6757 -2.1587
C 0.6425 0.7098 -2.2628
C -0.1250 1.0969 -3.3497
C -1.1937 1.9804 -3.2523
C -1.4436 2.5395 -2.0007
C -0.7250 2.2002 -0.8710
C -1.0870 2.8741 0.4405
C 0.1050 3.5792 1.0933
C -1.7731 1.9350 1.4397
C 0.3128 1.1896 -0.9374
N 0.8894 0.7791 0.1806
H 3.9531 -0.3757 -2.1689
H 3.0475 0.3721 -0.8392
H 3.3616 1.2913 -2.3093
H 1.9527 -0.1965 -3.6202
H 1.4327 -1.8005 -1.0820
H 2.3962 -2.3064 -2.4679
H 0.6525 -2.0424 -2.6517
H 0.1400 0.6935 -4.3247
H -1.7729 2.2625 -4.1224
H -2.2393 3.2738 -1.8957
H -1.8189 3.6494 0.1811
H 0.8709 2.8503 1.3571
H -0.2123 4.1084 1.9975
H 0.5447 4.3059 0.4062
H -1.0839 1.1526 1.7568
H -2.6514 1.4638 0.9909
H -2.0988 2.4925 2.3240

(2)
50
Properties=species:S:1:pos:R:3 method="wB97M-V/def2-TZVPD" gap_ev=8.444 e_tot_ev=-58684.31632 homo_energy_ev=-8.0
C -1.4592 3.3903 2.8188
C -0.8632 2.8479 1.5141
P -2.1107 2.4783 0.1990
C -3.6095 1.8115 1.0366
C -4.6617 1.3495 0.0403
C -1.3216 1.1892 -0.8357
C -0.7063 1.6722 -1.9917
C -0.0428 0.8253 -2.8780
S 0.7685 1.5324 -4.2909
C -0.0009 -0.5358 -2.6120
C -0.6231 -1.0301 -1.4701
C -1.2837 -0.1921 -0.5739
N -1.9095 -0.6792 0.6056
C -1.2623 -1.7633 1.2640
C -1.3122 -1.8079 2.6550
C -0.7346 -2.8464 3.3750
C -0.0761 -3.8622 2.6925
C -0.0034 -3.8227 1.3086
C -0.6022 -2.7887 0.5953
S -0.5408 -2.7765 -1.1701
H -0.8327 3.0646 3.6450
H -1.4973 4.4748 2.8480
H -2.4552 3.0151 3.0312
H -0.3173 1.9301 1.7347
H -0.1454 3.5620 1.1246
H -4.0163 2.6049 1.6551
H -3.3390 1.0047 1.7179
H -4.8024 2.0683 -0.7636
H -4.4582 0.3730 -0.3921
H -5.6156 1.2691 0.5576
H -0.7272 2.7259 -2.2223
H -0.0617 1.1513 -5.2743
H 0.5217 -1.1919 -3.2912
H -2.8965 -0.8560 0.4696
H -1.8341 -1.0153 3.1719
H -0.8266 -2.8336 4.4486
H 0.3658 -4.6653 3.2585
H 0.5258 -4.6056 0.7878
C 2.7419 -0.3933 -0.1464
O 3.8218 0.2427 -0.8337
C 4.5662 -0.5848 -1.5635
O 4.4002 -1.7708 -1.6784
O 5.5290 0.1285 -2.1480
C 6.4069 -0.6392 -2.9723
H 2.2169 0.3874 0.3982
H 2.0572 -0.8576 -0.8527
H 3.1156 -1.1348 0.5579
H 5.8574 -1.1082 -3.7863
H 6.9221 -1.3966 -2.3844
H 7.1322 0.0592 -3.3796

(3)
48
Properties=species:S:1:pos:R:3 method="wB97M-V/def2-TZVPD" multiplicity=3 gap_ev="4.379 / 5.927" charge=-1 relative_energy_kcal_mol=9.95 e_tot_ev=-29546.99169 homo_energy_ev="-1.5 / -3.1"
W -0.1764 0.2113 0.6670
C -1.9699 -1.5288 1.1471
C -2.0159 -1.5557 -0.2663
C -0.7331 -1.8999 -0.7474
H -2.9100 -1.4438 -0.8945
C 0.1322 -2.0617 0.3692
C -0.6428 -1.8404 1.5519
H -0.3043 -2.0166 2.5918
H -2.8252 -1.3863 1.8273
H -0.4770 -2.1293 -1.7896
H 1.1711 -2.4398 0.3255
C 0.5742 2.1680 1.2298
C 0.8071 1.2334 2.2919
C 1.6867 0.2096 1.7944
H 0.4781 1.3413 3.3157
C 1.9655 0.5048 0.4067
C 1.2714 1.7160 0.0603
H 1.3527 2.2365 -0.8804
H 0.0913 3.1390 1.3315
H 2.1197 -0.5857 2.3658
H 2.6645 -0.0132 -0.2304
O 0.3733 0.1796 -2.3363
C 2.1145 -0.5160 -3.3166
C 1.0952 -0.5134 -4.4073
C 2.5137 -1.8186 -2.6612
C 3.1092 0.6293 -3.2788
C -0.0901 0.0423 -3.5589
H 0.8449 -1.5228 -4.8332
H 1.3166 0.1621 -5.2786
H -0.4802 1.0109 -3.9683
H -0.9792 -0.6381 -3.6032
H 3.3849 -2.3970 -3.1250
H 1.6170 -2.4976 -2.6425
H 2.7611 -1.6163 -1.5995
H 3.9045 0.6537 -4.1081
H 3.6295 0.6710 -2.3020
H 2.5087 1.5784 -3.3558
O -2.0538 1.2904 -1.9635
C -2.4325 1.6634 -0.8832
C -3.6364 2.5734 -0.6242
C -3.7930 2.6419 0.8776
C -2.6847 1.7651 1.4484
O -2.5271 1.4877 2.6344
N -1.9016 1.3098 0.3734
H -3.4310 3.5535 -1.0715
H -4.5138 2.1440 -1.1205
H -3.6605 3.6602 1.2642
H -4.7604 2.2600 1.2214

(4)
48
Properties=species:S:1:pos:R:3 method="wB97M-V/def2-TZVPD" multiplicity=3 gap_ev="8.154 / 6.611" charge=+1 e_tot_ev=-54470.09645 homo_energy_ev="-10.7 / -11.1"
Pd 0.0422 0.1822 -0.1955
C -1.7681 2.8017 -2.5671
P -0.5060 1.5491 -2.2560
C 0.9116 2.0634 -3.2571
C -1.1513 0.1110 -3.2086
C -0.3193 -1.1464 -2.9713
P -0.5272 -1.8331 -1.2729
C -2.1525 -2.5971 -1.3696
C 0.6961 -3.1482 -1.2682
H -1.9642 2.8668 -3.6389
H -1.4309 3.7745 -2.2095
H -2.6919 2.5535 -2.0460
H 0.6488 2.1362 -4.3142
H 1.7305 1.3563 -3.1315
H 1.2755 3.0364 -2.9232
H -1.2092 0.3371 -4.2768
H -2.1822 -0.0331 -2.8709
H 0.7495 -0.9490 -3.0859
H -0.5611 -1.9180 -3.7097
H -2.1990 -3.1909 -2.2841
H -2.9362 -1.8415 -1.3811
H -2.3319 -3.2473 -0.5126
H 0.6207 -3.7313 -2.1880
H 0.5486 -3.8122 -0.4159
H 1.6917 -2.7143 -1.1856
S 1.0099 0.5790 4.3033
C -0.7202 0.5366 4.2490
C -1.6262 0.6289 5.3090
C -2.9708 0.5685 5.0129
C -3.4104 0.4202 3.6863
C -2.5120 0.3308 2.6447
C -1.1527 0.3896 2.9399
N -0.1006 0.3182 2.0129
C 1.0584 0.3976 2.6125
C 2.2713 0.2973 1.7716
C 3.5597 0.3251 2.2777
C 4.6472 0.1748 1.4223
C 4.4283 -0.0064 0.0652
C 3.1301 -0.0280 -0.4473
C 2.0469 0.1343 0.3975
H -1.2852 0.7439 6.3295
H -3.6974 0.6365 5.8114
H -4.4712 0.3762 3.4776
H -2.8458 0.2175 1.6211
H 3.7429 0.4532 3.3401
H 5.6538 0.1927 1.8175
H 5.2744 -0.1291 -0.6007
H 2.9851 -0.1632 -1.5140

(5)
53
Properties=species:S:1:pos:R:3 method="wB97M-V/def2-TZVPD" gap_ev="6.904 / 5.967" charge=+1 e_tot_ev=-252977.64102 homo_energy_ev="-11.2 / -11.1"
Rh 0.5661 0.0377 -1.0182
Br 4.3783 -0.2649 -0.0877
C 4.0232 0.2501 -1.8891
Br 2.4294 1.3685 -2.0184
H 3.8357 -0.6299 -2.4905
H 4.8337 0.8581 -2.2714
O -2.8783 -1.7461 -0.8370
C -1.6744 -1.8476 -0.7719
O -0.9319 -0.9494 -0.1497
C -0.9916 -3.0791 -1.3003
C -1.6483 -4.2828 -1.0772
C -1.0969 -5.4841 -1.4959
C 0.1132 -5.4955 -2.1780
C 0.7631 -4.3045 -2.4368
C 0.2260 -3.0913 -1.9934
S 1.1182 -1.6535 -2.4074
H -2.6030 -4.2596 -0.5700
H -1.6172 -6.4117 -1.2993
H 0.5392 -6.4296 -2.5176
H 1.6944 -4.2958 -2.9885
C 0.3746 -1.4968 2.6183
C 1.2605 -0.2645 2.5049
As 0.6922 1.0485 1.1855
C -1.0672 1.6300 1.7767
C -1.1609 2.0691 3.2317
C 1.9007 2.5644 1.4320
C 2.4290 2.7632 2.8482
H 0.7457 -2.1350 3.4205
H 0.3697 -2.0706 1.6948
H -0.6588 -1.2359 2.8483
H 2.2867 -0.5352 2.2496
H 1.3020 0.2836 3.4484
H -1.7194 0.7827 1.5572
H -1.3630 2.4317 1.1010
H -0.7923 1.3018 3.9137
H -2.2008 2.2609 3.4965
H -0.6018 2.9855 3.4189
H 1.3472 3.4423 1.0879
H 2.7255 2.4193 0.7348
H 1.6305 2.9316 3.5689
H 3.0902 3.6293 2.8780
H 3.0079 1.9028 3.1832
Cl -4.4206 0.7974 -3.3264
C -3.1042 1.5970 -2.5709
C -3.1954 2.9210 -2.1791
C -2.0864 3.5081 -1.5916
C -0.9505 2.7507 -1.3945
N -0.8711 1.4659 -1.7638
C -1.9293 0.8978 -2.3498
H -4.1104 3.4741 -2.3401
H -2.1031 4.5437 -1.2831
H -0.0646 3.1796 -0.9432
H -1.8414 -0.1326 -2.6582